[1]
A cluster of 3 separate species, C14H35BrClN2O8P2 in total, computed with ωB97M-V with the def2-TZVPD basis set.

The geometry in ORCA input format:
```
! RIJCOSX wB97M-V def2-TZVPD def2/J DEFGRID3
* xyz -1 1
O 3.184 6.539 1.878
P 3.011 6.609 0.418
O 4.131 7.518 -0.317
O 3.323 5.167 -0.285
C 1.425 7.141 -0.301
C 0.295 7.491 0.650
Br 0.747 9.146 1.556
P -0.288 6.097 1.487
O -1.949 6.024 1.225
Cl -0.432 6.612 3.515
H 4.835 7.690 0.319
H 2.994 4.482 0.311
H 1.116 6.300 -0.930
H 1.642 7.968 -0.984
H -2.119 5.094 1.037
C -2.365 -2.095 -0.967
O -2.432 -1.049 -1.911
C -3.737 -0.780 -2.407
C -4.150 0.627 -2.034
N -4.322 0.734 -0.596
C -4.578 2.084 -0.106
C -3.460 3.107 -0.272
O -2.304 2.791 0.484
C -1.306 2.047 -0.181
H -1.322 -2.203 -0.675
H -2.963 -1.885 -0.074
H -2.707 -3.046 -1.392
H -4.452 -1.499 -1.993
H -3.724 -0.889 -3.495
H -5.101 0.861 -2.523
H -3.396 1.316 -2.440
H -3.490 0.376 -0.143
H -4.810 2.014 0.958
H -5.474 2.469 -0.605
H -3.830 4.067 0.097
H -3.186 3.248 -1.325
H -1.255 2.310 -1.243
H -1.464 0.966 -0.105
H -0.355 2.300 0.286
C 1.130 -2.160 0.925
O 0.729 -3.378 0.324
C 1.322 -3.625 -0.945
C 2.141 -4.896 -0.893
N 3.290 -4.725 -0.021
C 4.077 -5.927 0.204
C 3.401 -7.082 0.938
O 3.068 -6.779 2.280
C 1.768 -6.262 2.485
H 0.577 -2.066 1.857
H 2.204 -2.144 1.139
H 0.895 -1.301 0.288
H 1.954 -2.781 -1.237
H 0.527 -3.733 -1.688
H 2.494 -5.133 -1.902
H 1.472 -5.712 -0.581
H 2.973 -4.357 0.868
H 4.967 -5.645 0.770
H 4.421 -6.301 -0.767
H 4.106 -7.916 0.974
H 2.508 -7.429 0.405
H 1.049 -6.710 1.790
H 1.718 -5.176 2.366
H 1.474 -6.513 3.503
*
```

Results
* HOMO-LUMO gap: 5.04 eV
* HOMO level: -2.96 eV

For reference, the Mulliken charges in units of e are: atom 1 (O): -0.6502, atom 2 (P): 0.9960, atom 3 (O): -0.5587, atom 4 (O): -0.5651, atom 5 (C): -1.0325, atom 6 (C): -0.1236, atom 7 (Br): -0.2848, atom 8 (P): 0.2589, atom 9 (O): -0.4094, atom 10 (Cl): -0.3911, atom 11 (H): 0.3242, atom 12 (H): 0.3278, atom 13 (H): 0.4503, atom 14 (H): 0.4299, atom 15 (H): 0.2553, atom 16 (C): -0.3963, atom 17 (O): -0.3269, atom 18 (C): -0.8874, atom 19 (C): -0.2158, atom 20 (N): -0.3193, atom 21 (C): -0.9675, atom 22 (C): -0.2896, atom 23 (O): -0.4315, atom 24 (C): -0.6738, atom 25 (H): -0.1583, atom 26 (H): 0.3479, atom 27 (H): 0.4131, atom 28 (H): 0.4159, atom 29 (H): 0.4052, atom 30 (H): 0.3907, atom 31 (H): 0.2076, atom 32 (H): 0.1436, atom 33 (H): 0.4185, atom 34 (H): 0.4078, atom 35 (H): 0.4056, atom 36 (H): 0.2888, atom 37 (H): 0.2939, atom 38 (H): 0.2099, atom 39 (H): 0.3205, atom 40 (C): -0.8865, atom 41 (O): -0.3619, atom 42 (C): -0.7715, atom 43 (C): -0.2897, atom 44 (N): -0.3224, atom 45 (C): -0.7570, atom 46 (C): -0.4567, atom 47 (O): -0.4179, atom 48 (C): -0.4906, atom 49 (H): 0.2537, atom 50 (H): 0.3786, atom 51 (H): 0.3913, atom 52 (H): 0.4185, atom 53 (H): 0.3820, atom 54 (H): 0.3825, atom 55 (H): 0.2112, atom 56 (H): 0.1571, atom 57 (H): 0.3841, atom 58 (H): 0.3942, atom 59 (H): 0.3491, atom 60 (H): 0.3268, atom 61 (H): 0.2651, atom 62 (H): 0.1285, atom 63 (H): 0.3017

=====

[2]
A structure of composition C14H35CoNP2S2 in a non-equilibrium geometry, computed with ωB97M-V with the def2-TZVPD basis set.

The geometry in ORCA input format:
```
! RIJCOSX wB97M-V def2-TZVPD def2/J DEFGRID3
* xyz 3 5
Co -0.102 -0.153 0.170
S 0.258 -0.995 -1.862
S 0.662 1.047 1.869
C 2.018 -0.993 -2.408
C -0.259 0.447 -2.876
C 0.401 1.712 -2.346
N 0.090 1.771 -0.912
C 0.740 2.875 -0.192
C 0.361 2.748 1.279
H -1.361 0.493 -2.816
H 0.049 0.209 -3.894
H 0.019 2.593 -2.883
H 1.492 1.688 -2.470
H 0.422 3.858 -0.578
H 1.829 2.793 -0.326
H -0.714 2.941 1.459
H 0.961 3.396 1.924
C 2.511 1.095 1.794
H -0.939 1.876 -0.815
H 2.881 0.846 0.791
H 2.912 0.381 2.525
H 2.820 2.113 2.061
H 2.295 -2.051 -2.492
H 2.686 -0.477 -1.705
H 2.067 -0.524 -3.396
C -2.734 2.036 -0.386
C -3.418 1.148 0.387
H -2.837 2.058 -1.487
H -2.291 2.930 0.068
H -4.195 0.500 -0.033
H -3.533 1.346 1.462
C 1.249 -1.946 2.923
P 1.108 -1.846 1.096
C 2.784 -2.250 0.540
C 0.160 -3.395 0.728
C -1.327 -3.177 0.962
P -1.804 -1.392 0.686
C -2.934 -1.594 -0.754
C -2.611 -0.957 2.280
H 2.019 -1.257 3.294
H 1.535 -2.978 3.175
H 0.309 -1.717 3.442
H 3.162 -3.047 1.196
H 2.792 -2.591 -0.501
H 3.423 -1.363 0.626
H 0.363 -3.670 -0.323
H 0.576 -4.184 1.380
H -1.925 -3.776 0.263
H -1.638 -3.457 1.980
H -3.907 -1.978 -0.412
H -3.084 -0.619 -1.234
H -2.504 -2.288 -1.492
H -2.117 -1.455 3.128
H -2.507 0.124 2.431
H -3.681 -1.221 2.267
*
```

Results
* <S²>: 6.017
* HOMO-LUMO gap (spin up / spin down): 9.56 / 6.97 eV
* relative energy (zero: lowest compared OMol25 entry of this formula, charge and spin): 0.0 kJ/mol
* HOMO level (spin up / spin down): -18.28 / -19.64 eV

For reference, the Mulliken charges in units of e are: atom 1 (Co): -0.1787, atom 2 (S): 0.3049, atom 3 (S): 0.1709, atom 4 (C): -1.1824, atom 5 (C): -0.9233, atom 6 (C): -0.6451, atom 7 (N): -0.0843, atom 8 (C): -0.7521, atom 9 (C): -0.6947, atom 10 (H): 0.3449, atom 11 (H): 0.5894, atom 12 (H): 0.3945, atom 13 (H): 0.4347, atom 14 (H): 0.3807, atom 15 (H): 0.4496, atom 16 (H): 0.3122, atom 17 (H): 0.6475, atom 18 (C): -0.9860, atom 19 (H): -0.3001, atom 20 (H): 0.2596, atom 21 (H): 0.3706, atom 22 (H): 0.4648, atom 23 (H): 0.4375, atom 24 (H): 0.2929, atom 25 (H): 0.5053, atom 26 (C): -0.5751, atom 27 (C): -1.0808, atom 28 (H): 0.4071, atom 29 (H): 0.5105, atom 30 (H): 0.5383, atom 31 (H): 0.5326, atom 32 (C): -1.1110, atom 33 (P): 0.6014, atom 34 (C): -1.3383, atom 35 (C): -0.6772, atom 36 (C): -1.0921, atom 37 (P): 1.5287, atom 38 (C): -1.5747, atom 39 (C): -1.2896, atom 40 (H): 0.3985, atom 41 (H): 0.5301, atom 42 (H): 0.2743, atom 43 (H): 0.5200, atom 44 (H): 0.3993, atom 45 (H): 0.3486, atom 46 (H): 0.4292, atom 47 (H): 0.7072, atom 48 (H): 0.5176, atom 49 (H): 0.4097, atom 50 (H): 0.4429, atom 51 (H): 0.3202, atom 52 (H): 0.5278, atom 53 (H): 0.4493, atom 54 (H): 0.2965, atom 55 (H): 0.4355

=====

[3]
A structure of composition C14H36BO11V in a non-equilibrium geometry, computed with ωB97M-V with the def2-TZVPD basis set.

The geometry in ORCA input format:
```
! RIJCOSX wB97M-V def2-TZVPD def2/J DEFGRID3
* xyz -3 2
O 7.920 -17.051 -6.314
V 8.088 -18.614 -6.554
C 9.812 -19.333 -8.573
O 9.003 -18.325 -8.588
O 11.091 -19.272 -8.474
O 9.329 -20.158 -7.670
C 9.523 -19.495 -4.429
O 10.158 -20.596 -4.385
O 8.226 -19.444 -4.535
O 10.029 -18.647 -5.292
B 5.855 -19.091 -7.206
H 4.859 -19.721 -7.296
H 5.696 -18.088 -7.814
H 6.110 -18.797 -6.130
H 6.736 -19.701 -7.586
C 6.056 -16.956 -2.809
C 5.829 -15.743 -1.925
C 4.954 -14.677 -2.574
O 5.147 -16.235 -0.746
H 6.578 -16.694 -3.730
H 5.127 -17.475 -3.053
H 6.650 -17.683 -2.255
H 6.804 -15.334 -1.644
H 4.951 -13.775 -1.948
H 3.927 -15.028 -2.665
H 5.382 -14.370 -3.529
H 5.032 -15.492 -0.146
C 6.764 -12.700 -5.851
C 7.172 -13.765 -6.861
C 6.699 -13.422 -8.262
O 8.568 -13.891 -6.847
H 5.674 -12.680 -5.747
H 7.045 -11.687 -6.160
H 7.181 -12.920 -4.867
H 6.711 -14.705 -6.532
H 5.691 -13.001 -8.335
H 6.742 -14.293 -8.919
H 7.387 -12.697 -8.711
H 8.868 -14.479 -7.568
C 9.396 -15.825 -11.184
C 10.176 -15.439 -9.946
C 10.420 -13.931 -9.883
O 9.313 -15.699 -8.843
H 9.249 -16.907 -11.253
H 9.912 -15.545 -12.113
H 8.361 -15.478 -11.175
H 11.119 -15.991 -9.903
H 10.685 -13.573 -8.887
H 9.523 -13.380 -10.181
H 11.242 -13.607 -10.534
H 9.432 -16.675 -8.673
C 11.268 -15.605 -6.226
C 11.534 -15.637 -4.731
C 10.272 -15.236 -3.959
O 11.908 -16.957 -4.374
H 10.436 -16.270 -6.457
H 12.100 -15.924 -6.859
H 11.031 -14.593 -6.576
H 12.386 -15.010 -4.432
H 10.439 -15.338 -2.883
H 9.476 -15.921 -4.259
H 9.982 -14.203 -4.173
H 11.188 -17.585 -4.677
*
```

Results
* <S²>: 0.767
* HOMO-LUMO gap (spin up / spin down): 4.15 / 4.18 eV
* relative energy (zero: lowest compared OMol25 entry of this formula, charge and spin): 0.0 kJ/mol
* HOMO level (spin up / spin down): 1.79 / 1.76 eV

For reference, the Mulliken charges in units of e are: atom 1 (O): -0.0335, atom 2 (V): 0.5696, atom 3 (C): 0.7954, atom 4 (O): -0.8293, atom 5 (O): -0.7546, atom 6 (O): -0.6985, atom 7 (C): 0.9181, atom 8 (O): -0.7900, atom 9 (O): -0.8484, atom 10 (O): -0.7742, atom 11 (B): 0.4426, atom 12 (H): -0.2641, atom 13 (H): -0.4320, atom 14 (H): -0.2392, atom 15 (H): 0.0463, atom 16 (C): -1.0523, atom 17 (C): 0.6152, atom 18 (C): -0.9679, atom 19 (O): -0.5623, atom 20 (H): 0.0788, atom 21 (H): 0.3516, atom 22 (H): 0.3460, atom 23 (H): 0.1472, atom 24 (H): 0.3720, atom 25 (H): 0.3438, atom 26 (H): 0.0166, atom 27 (H): 0.2856, atom 28 (C): -1.6700, atom 29 (C): 1.7239, atom 30 (C): -1.4042, atom 31 (O): -0.4933, atom 32 (H): 0.4060, atom 33 (H): 0.3763, atom 34 (H): 0.2919, atom 35 (H): -0.2446, atom 36 (H): 0.4071, atom 37 (H): 0.2647, atom 38 (H): 0.2445, atom 39 (H): 0.0072, atom 40 (C): -1.4197, atom 41 (C): 0.7441, atom 42 (C): -1.4453, atom 43 (O): 0.0989, atom 44 (H): 0.2848, atom 45 (H): 0.3733, atom 46 (H): 0.2561, atom 47 (H): 0.4125, atom 48 (H): 0.3269, atom 49 (H): 0.2416, atom 50 (H): 0.3923, atom 51 (H): -0.0902, atom 52 (C): -0.3584, atom 53 (C): 0.0456, atom 54 (C): -0.7339, atom 55 (O): -0.6368, atom 56 (H): -0.2635, atom 57 (H): 0.2534, atom 58 (H): 0.1544, atom 59 (H): 0.3362, atom 60 (H): 0.3904, atom 61 (H): -0.1302, atom 62 (H): 0.2848, atom 63 (H): 0.4907